Entry 1:
DFT (ωB97M-V with the def2-TZVPD basis set) results for C3H23O9Y as an isolated structure at a distorted geometry.

**HOMO level**: -12.74 eV
**LUMO**: -0.37178 Ha
**Energy relative to the best compared isomer or geometry (same formula, charge and spin)**: 349.5 kcal per mole
**HOMO-LUMO gap**: 2.626 eV
**Largest force on an atom**: 2.343 eV/Å

The geometry in ORCA input format:
```
! wB97M-V def2-TZVPD RIJCOSX def2/J DEFGRID3
* xyz 2 1
Y -0.233 0.723 1.459
C 1.094 -2.310 -4.820
C 0.418 -0.963 -4.795
C -1.018 -1.265 -5.373
O 0.421 -0.304 -3.572
H 1.491 -2.571 -5.801
H 0.444 -3.119 -4.486
H 2.062 -2.374 -4.324
H 0.878 -0.378 -5.592
H -0.924 -1.579 -6.413
H -1.666 -0.392 -5.443
H -1.611 -2.040 -4.888
O -3.256 -1.822 0.110
H -3.929 -2.370 0.513
H -3.105 -2.218 -0.748
O 0.602 4.755 -0.151
H 0.237 5.612 0.069
H 0.786 4.807 -1.089
O -3.779 3.073 0.788
H -4.284 3.037 -0.025
H -4.389 3.432 1.433
O 1.104 -3.126 1.121
H 1.182 -3.958 1.589
H 1.709 -3.207 0.385
O 2.589 -1.108 5.336
H 3.151 -0.641 5.954
H 2.234 -1.841 5.839
O 4.190 0.791 1.099
H 4.643 1.338 0.457
H 4.891 0.324 1.553
O -2.338 -0.496 5.004
H -2.560 -0.045 5.819
H -2.808 -1.329 5.056
O 0.488 3.523 4.465
H 1.187 4.131 4.221
H 0.098 3.909 5.249
*
```

Atomic partial charges in e from the Löwdin method, atoms 1 to 6: number 1, Y, carries 1.76; number 2, C, carries -0.07; number 3, C, carries -0.49; number 4, C, carries -0.01; number 5, O, carries 0.02; number 6, H, carries 0.10

***

Entry 2:
DFT (ωB97M-V with the def2-TZVPD basis set) results for one molecule with the formula C4H9N3S at a distorted geometry.

**Structure (SMILES)**: [H]/N=C\NN(C=S)CC
**HOMO level**: -8.65 eV
**LUMO**: 0.01839 Ha
**Energy relative to the best compared isomer or geometry (same formula, charge and spin)**: 33.0 kcal per mole
**HOMO-LUMO gap**: 9.148 eV
**Largest force on an atom**: 1.566 eV/Å

The geometry in ORCA input format:
```
! wB97M-V def2-TZVPD RIJCOSX def2/J DEFGRID3
* xyz 0 1
H -3.249 -1.426 0.496
N -2.908 -1.266 -0.457
C -1.722 -0.830 -0.461
N -0.926 -0.535 0.638
N 0.448 -0.376 0.481
C 1.194 -1.423 0.090
S 2.795 -1.437 -0.268
C 0.954 0.986 0.609
C 0.736 1.797 -0.653
H -1.204 -0.629 -1.400
H -1.216 -0.891 1.548
H 0.603 -2.354 0.033
H 2.026 0.904 0.842
H 0.454 1.419 1.423
H 1.237 1.345 -1.505
H 1.115 2.826 -0.505
H -0.337 1.890 -0.910
*
```

Atomic partial charges in e from the Löwdin method, atoms 1 to 6: number 1, H, carries 0.04; number 2, N, carries 0.08; number 3, C, carries -0.31; number 4, N, carries 0.02; number 5, N, carries -0.22; number 6, C, carries -0.69

***

Entry 3:
DFT (ωB97M-V with the def2-TZVPD basis set) results for a 2-piece molecular cluster, C31H36N3 overall at a distorted geometry.

**HOMO level**: -8.99 eV
**LUMO**: -0.14979 Ha
**Energy relative to the best compared isomer or geometry (same formula, charge and spin)**: 34.1 kcal per mole
**HOMO-LUMO gap**: 4.911 eV
**Largest force on an atom**: 1.881 eV/Å

The geometry in ORCA input format:
```
! wB97M-V def2-TZVPD RIJCOSX def2/J DEFGRID3
* xyz 1 1
C 4.839 -0.208 3.594
C 4.453 1.102 3.272
C 3.112 1.404 3.067
C 2.105 0.417 3.196
C 0.718 0.782 3.041
C -0.353 -0.011 3.393
N -1.631 0.393 3.420
C -2.670 -0.417 4.045
C -3.962 0.396 3.905
C -3.574 1.753 3.289
C -2.040 1.764 3.164
C 2.515 -0.905 3.505
C 3.861 -1.205 3.704
H 5.887 -0.443 3.760
H 5.203 1.886 3.189
H 2.804 2.422 2.827
H 0.520 1.799 2.694
H -0.209 -1.049 3.708
H -2.749 -1.409 3.582
H -2.449 -0.590 5.112
H -4.673 -0.135 3.264
H -4.414 0.531 4.892
H -4.019 1.865 2.296
H -3.897 2.586 3.919
H -1.611 2.454 3.912
H -1.707 2.120 2.180
H 1.757 -1.680 3.588
H 4.157 -2.223 3.951
C 5.039 1.849 -4.894
N 4.670 1.627 -3.522
C 5.680 1.639 -2.483
C 4.926 1.176 -1.216
C 3.557 0.838 -1.698
C 3.471 1.178 -3.070
C 2.263 1.041 -3.778
C 1.159 0.553 -3.104
C 1.242 0.075 -1.752
C 0.183 -0.541 -1.039
C -1.086 -0.966 -1.510
C -2.081 -1.287 -0.526
C -3.359 -1.607 -0.910
C -3.716 -1.607 -2.281
N -5.019 -1.959 -2.429
C -5.726 -2.119 -3.670
C -5.636 -2.327 -1.171
C -4.547 -2.033 -0.116
C -2.760 -1.345 -3.279
C -1.451 -1.120 -2.891
C 2.485 0.268 -1.056
H 4.150 1.813 -5.526
H 5.526 2.826 -4.998
H 5.754 1.085 -5.237
H 6.503 0.958 -2.738
H 6.104 2.644 -2.364
H 5.431 0.319 -0.757
H 4.910 1.987 -0.477
H 2.214 1.343 -4.820
H 0.200 0.553 -3.616
H 0.371 -0.708 0.026
H -1.822 -1.264 0.535
H -5.190 -1.600 -4.468
H -5.831 -3.180 -3.945
H -6.734 -1.701 -3.568
H -6.554 -1.752 -1.001
H -5.906 -3.392 -1.173
H -4.345 -2.932 0.476
H -4.890 -1.251 0.571
H -3.061 -1.353 -4.323
H -0.680 -1.083 -3.659
H 2.582 -0.045 -0.013
*
```

Atomic partial charges in e from the Löwdin method, atoms 1 to 6: number 1, C, carries -0.10; number 2, C, carries -0.10; number 3, C, carries -0.06; number 4, C, carries -0.26; number 5, C, carries -0.07; number 6, C, carries -0.11

***

Entry 4:
DFT (ωB97M-V with the def2-TZVPD basis set) results for C36H33N6O4S2SbSe4Zn as an isolated structure at a distorted geometry.

**HOMO level**: -2.55 eV
**LUMO**: 0.11462 Ha
**Energy relative to the best compared isomer or geometry (same formula, charge and spin)**: 66.1 kcal per mole
**HOMO-LUMO gap**: 5.674 eV
**Largest force on an atom**: 1.030 eV/Å

The geometry in ORCA input format:
```
! wB97M-V def2-TZVPD RIJCOSX def2/J DEFGRID3
* xyz -2 1
Zn 1.259 -0.139 -0.070
N -3.766 -0.790 -9.487
C -3.090 -0.535 -8.592
C -2.243 -0.214 -7.480
C -2.180 -1.057 -6.371
C -1.365 -0.747 -5.303
C -0.589 0.416 -5.318
C -0.657 1.258 -6.430
C -1.474 0.947 -7.497
N 0.239 0.733 -4.239
C 1.034 1.868 -4.081
C 1.659 1.730 -2.889
N 1.293 0.536 -2.312
C 0.452 -0.028 -3.115
H -2.776 -1.959 -6.348
H -1.338 -1.412 -4.453
H -0.066 2.160 -6.463
H -1.517 1.606 -8.353
H 1.062 2.662 -4.802
H 2.324 2.407 -2.381
H -0.041 -0.964 -2.915
Se 5.370 2.284 -0.412
Sb 5.810 1.911 2.094
Se 7.539 0.322 2.509
Se 5.438 3.798 3.494
Se 3.777 0.905 0.987
C -2.654 0.968 5.436
C -1.964 1.488 4.204
C -0.652 1.936 4.253
C 0.027 2.355 3.110
C 1.432 2.882 3.208
C -0.631 2.288 1.886
C -1.971 1.904 1.819
C -2.688 1.964 0.495
C -2.622 1.504 2.978
C 0.054 2.679 0.594
O 0.001 3.851 0.231
O 0.610 1.738 -0.071
H -2.204 1.375 6.343
H -2.575 -0.122 5.488
H -3.717 1.223 5.435
H -0.131 1.962 5.207
H 1.628 3.286 4.202
H 1.613 3.667 2.473
H 2.163 2.094 3.017
H -2.636 2.975 0.088
H -3.736 1.676 0.602
H -2.209 1.305 -0.234
H -3.660 1.191 2.925
N -6.419 -1.514 3.076
C -5.111 -1.600 2.573
C -4.152 -2.373 3.227
C -2.868 -2.471 2.722
C -2.514 -1.780 1.572
C -3.474 -1.048 0.894
C -4.766 -0.964 1.385
S -0.855 -1.878 0.935
O -0.494 -3.266 1.089
O -0.934 -1.323 -0.413
N 0.115 -0.879 1.673
C 0.782 -1.087 2.838
S 0.191 -1.935 4.248
C 1.644 -1.533 5.090
C 2.444 -0.810 4.273
N 1.969 -0.568 3.014
H -6.475 -1.646 4.074
H -6.902 -0.674 2.797
H -4.420 -2.904 4.134
H -2.142 -3.102 3.214
H -3.194 -0.539 -0.017
H -5.510 -0.380 0.853
H 1.828 -1.856 6.099
H 3.420 -0.431 4.544
C 2.243 -1.902 -0.498
C 3.422 -1.906 -1.387
C 4.732 -1.799 -0.896
C 5.828 -1.754 -1.742
C 5.665 -1.836 -3.121
C 4.380 -1.969 -3.631
C 3.287 -2.004 -2.779
H 2.473 -2.345 0.474
H 1.435 -2.489 -0.946
H 4.889 -1.725 0.173
H 6.816 -1.640 -1.313
H 6.522 -1.791 -3.782
H 4.225 -2.047 -4.702
H 2.293 -2.118 -3.200
*
```

Atomic partial charges in e from the Löwdin method, atoms 1 to 6: number 1, Zn, carries 0.57; number 2, N, carries 0.13; number 3, C, carries -0.20; number 4, C, carries -0.25; number 5, C, carries -0.02; number 6, C, carries 0.01